Entry from the Open Molecules 2025 dataset: C46H54Cl3N3O4PbS3Si as an isolated structure (the ωB97M-V functional and the def2-TZVPD basis).

Summary:
**E_HOMO**: -2.36 eV
**LUMO level**: 3.624 eV
**Charge**: -2
**Multiplicity**: 1

Geometry (Å):
Pb -0.53 0.37 -0.41
C 2.34 -0.15 -3.39
C 2.57 -1.45 -2.69
C 1.39 -2.41 -2.78
C 3.11 -1.21 -1.31
C 4.45 -0.99 -1.27
C 5.10 -0.66 -0.10
C 4.36 -0.48 1.05
C 2.97 -0.66 1.04
C 2.24 -0.46 2.31
C 2.56 -1.55 3.29
C 2.59 0.91 2.93
C 2.35 -1.01 -0.14
N 0.95 -1.16 -0.16
C 0.42 -2.33 0.40
C -0.91 -2.37 0.76
N -1.65 -1.26 0.57
C -3.02 -1.26 1.03
C -3.31 -0.77 2.31
C -4.65 -0.67 2.73
C -5.63 -1.21 1.89
C -5.32 -1.72 0.64
C -4.02 -1.70 0.18
C -3.81 -1.98 -1.28
C -2.59 -2.85 -1.70
C -3.86 -0.64 -2.05
C -2.24 -0.15 3.18
C -2.74 0.82 4.25
C -1.22 -1.12 3.82
C -1.22 -3.71 1.26
C -2.29 -4.35 1.83
C -2.13 -5.68 2.25
C -1.03 -6.46 2.01
C 0.12 -5.82 1.40
C 1.35 -6.45 1.09
C 2.37 -5.66 0.58
C 2.25 -4.29 0.35
C 1.01 -3.68 0.59
C -0.02 -4.47 1.10
H 2.19 -0.27 -4.47
H 3.21 0.49 -3.26
H 1.40 0.37 -3.05
H 3.38 -1.95 -3.29
H 0.42 -1.94 -2.51
H 1.53 -3.32 -2.18
H 1.28 -2.71 -3.85
H 5.07 -1.09 -2.19
H 6.18 -0.50 -0.08
H 4.79 -0.22 2.03
H 1.18 -0.38 2.10
H 3.59 -1.43 3.63
H 2.52 -2.59 2.88
H 1.91 -1.56 4.17
H 3.54 0.83 3.48
H 1.83 1.14 3.69
H 2.56 1.72 2.22
H -4.94 -0.29 3.67
H -6.65 -1.09 2.21
H -6.12 -2.02 -0.03
H -4.71 -2.53 -1.61
H -1.65 -2.32 -1.71
H -2.72 -3.19 -2.78
H -2.45 -3.77 -1.08
H -3.05 0.00 -1.76
H -4.81 -0.13 -1.85
H -3.80 -0.82 -3.12
H -1.68 0.41 2.46
H -3.26 0.31 5.08
H -3.35 1.57 3.79
H -1.88 1.34 4.65
H -1.70 -1.80 4.49
H -0.48 -0.53 4.34
H -0.70 -1.70 3.05
H -3.23 -3.83 2.01
H -2.96 -6.18 2.76
H -1.01 -7.49 2.26
H 1.58 -7.49 1.32
H 3.36 -6.12 0.34
H 3.14 -3.78 0.04
C -4.54 3.11 -0.89
S -2.98 2.75 0.04
C -1.87 3.75 -0.99
O -3.10 3.49 1.35
H -4.65 4.21 -0.96
H -5.32 2.65 -0.29
H -4.41 2.64 -1.86
H -2.36 4.73 -1.10
H -1.82 3.25 -1.97
H -0.91 3.82 -0.52
Cl -0.34 2.13 -5.48
Si -1.49 0.88 -4.21
Cl -2.11 -0.52 -5.75
Cl -3.29 2.22 -4.18
O 5.36 6.76 -0.91
S 3.96 6.69 -1.22
O 3.26 7.95 -1.24
N 3.17 5.65 -0.27
C 2.68 4.62 -0.93
S 1.82 3.34 -0.28
C 2.95 4.70 -2.43
C 2.51 3.81 -3.39
C 2.90 4.05 -4.72
C 3.67 5.17 -5.07
C 4.05 6.08 -4.07
C 3.70 5.81 -2.78
H 1.85 3.00 -3.16
H 2.56 3.38 -5.48
H 3.95 5.35 -6.07
H 4.51 7.02 -4.34
C 0.41 4.02 3.06
O -0.48 2.93 2.89
H -0.07 4.81 3.70
H 0.62 4.46 2.12
H 1.31 3.62 3.52
H -1.32 3.18 2.51

Here are the Mulliken charges for atoms 1 to 99, given in e:
1 Pb 0.282
2 C -1.234
3 C 0.872
4 C -1.296
5 C 0.328
6 C -0.573
7 C -1.506
8 C -0.231
9 C 0.908
10 C 2.302
11 C -1.635
12 C -1.659
13 C 0.145
14 N -0.251
15 C 0.765
16 C -0.493
17 N 0.466
18 C -0.673
19 C 0.679
20 C -0.816
21 C -1.258
22 C -1.199
23 C 0.903
24 C 0.576
25 C -1.247
26 C -0.926
27 C 2.439
28 C -2.397
29 C -1.281
30 C 0.726
31 C 0.547
32 C -1.115
33 C -0.990
34 C 1.411
35 C -1.249
36 C -0.834
37 C 0.248
38 C -0.325
39 C -1.058
40 H 0.427
41 H 0.502
42 H -0.344
43 H 0.499
44 H -0.075
45 H 0.300
46 H 0.532
47 H 0.298
48 H 0.331
49 H 0.263
50 H -1.137
51 H 0.435
52 H 0.210
53 H 0.340
54 H 0.311
55 H 0.346
56 H 0.308
57 H 0.487
58 H 0.372
59 H 0.397
60 H 0.555
61 H -0.079
62 H 0.467
63 H 0.342
64 H -0.355
65 H 0.329
66 H 0.504
67 H -0.922
68 H 0.436
69 H 0.513
70 H 0.518
71 H 0.463
72 H 0.466
73 H -0.067
74 H 0.606
75 H 0.346
76 H 0.483
77 H 0.358
78 H 0.363
79 H 0.513
80 C -1.158
81 S 1.090
82 C -0.647
83 O -0.839
84 H 0.415
85 H 0.371
86 H 0.144
87 H 0.503
88 H 0.069
89 H -0.084
90 Cl -0.389
91 Si 0.583
92 Cl -0.430
93 Cl -0.452
94 O -0.701
95 S 1.204
96 O -0.698
97 N -0.594
98 C -0.425
99 S 0.009